# 1
14
Properties=species:S:1:pos:R:3:mulliken_charge:R:1 method="wB97M-V/def2-TZVPD" energy_ha=-481.83816 orbital_gap_ha=0.335 de_lowest_kj_mol=351.9
C -1.29518 1.08134 0.44360 -0.4790
C 0.02164 0.81708 0.69808 -0.6021
C -1.90701 0.23230 -0.55013 0.0147
C -1.05304 -0.57972 -1.14284 -0.7117
C 0.57180 -0.32522 -0.12139 0.6741
C 2.16227 0.09578 -0.11740 0.5228
O 0.57526 -1.52342 0.62073 -0.4982
O 3.07371 -0.67409 -0.03410 -0.4766
F 2.39539 1.38106 0.03360 -0.1955
H -1.95044 1.67816 0.97951 0.4535
H 0.59167 1.07404 1.62037 0.2894
H -2.98933 0.38513 -0.87098 0.3057
H -1.28034 -1.40689 -1.76338 0.3780
H 1.08362 -2.23555 0.20433 0.3251

=====

# 2
28
Properties=species:S:1:pos:R:3:mulliken_charge:R:1 method="wB97M-V/def2-TZVPD" energy_ha=-428.88931 orbital_gap_ha=0.314 smiles="CC(C)=C(C)CC(C)(C)O" de_lowest_kj_mol=183.8
C 0.65610 0.76009 -0.45734 0.9882
C 1.58509 -0.14291 -0.04707 1.1820
C -1.48315 -0.22905 -0.00778 1.7760
C -0.61195 0.29439 -1.14218 -1.2512
C 0.62753 2.15402 0.11227 -2.2416
C 1.77059 -1.48074 -0.71844 -1.3394
C 2.74165 0.25395 0.82928 -1.8478
C -2.43046 0.80259 0.56186 -1.6612
C -2.18223 -1.52540 -0.36735 -1.6944
O -0.50604 -0.67288 1.35080 -0.6714
H -0.09223 -1.53939 1.45138 0.2768
H -1.09266 1.12940 -1.65477 0.4092
H -0.39997 -0.49468 -1.86328 0.4302
H 1.60838 2.62296 0.02975 0.4563
H -0.11518 2.76453 -0.39881 0.3902
H 0.37803 2.15484 1.17640 0.4232
H 0.84727 -2.04038 -0.85387 0.3106
H 2.20935 -1.34838 -1.71077 0.2887
H 2.42323 -2.12793 -0.13662 0.4062
H 3.59262 0.55941 0.21384 0.2933
H 2.49058 1.06269 1.50772 0.4376
H 3.07066 -0.59902 1.42238 0.4536
H -3.16095 1.09303 -0.19803 0.3572
H -2.96399 0.38582 1.41231 0.4009
H -1.89563 1.69244 0.88001 0.3446
H -2.81329 -1.86086 0.45186 0.4032
H -2.80317 -1.36988 -1.25459 0.3563
H -1.45018 -2.29868 -0.58894 0.3226

=====

# 3
92
Properties=species:S:1:pos:R:3:mulliken_charge:R:1 method="wB97M-V/def2-TZVPD" energy_ha=-8123.83771 orbital_gap_ha=0.269 smiles="C#CC1=C(CSCC)C(=O)C(CCCCCCCC)=C(CCC)C1=O.ClCCl.ClCCl.ClCCl.ClCCl.ClCCl.ClCCl.ClCCl" de_lowest_kj_mol=0.0
C 1.05309 -0.81288 5.03504 -0.1158
C 1.64414 -0.87860 3.99189 -1.1258
C 2.16271 -0.79502 2.66243 1.3551
C 1.62602 -1.48646 1.64188 0.3869
C 0.45678 -2.41478 1.88089 -0.8213
S -0.33458 -3.14574 0.41593 -0.0364
C -1.95403 -2.32231 0.31863 2.3109
C -2.32439 -2.26244 -1.16122 -0.8244
C 2.27435 -1.27500 0.31196 -0.3609
O 2.35905 -2.13670 -0.52893 -0.6169
C 2.88022 0.08005 0.06291 0.5923
C 2.82113 0.56499 -1.36508 -1.0116
C 1.64978 1.59104 -1.43798 -0.1161
C 0.33541 1.07153 -2.03652 -0.0032
C -0.80032 1.98843 -1.51403 -1.3881
C -1.66519 1.28130 -0.47250 0.5960
C -2.50266 2.23170 0.39089 -0.8359
C -2.93015 1.59446 1.73557 0.4788
C -2.91627 2.58459 2.92134 -1.3769
C 3.42287 0.75268 1.08625 1.0272
C 4.12667 2.07612 1.02609 -1.5070
C 3.19578 3.30588 1.05326 -0.2818
C 1.99033 3.18097 1.99483 -1.1470
C 3.33930 0.10182 2.42734 0.0636
O 4.17848 0.28083 3.28065 -0.5123
H 0.51548 -0.77457 5.95202 0.4853
H 0.77458 -3.22594 2.53621 0.6784
H -0.31170 -1.84640 2.40563 -0.0883
H -1.89202 -1.32769 0.75665 -0.9410
H -2.67861 -2.92707 0.86383 -0.7440
H -2.15368 -3.24518 -1.60609 0.1554
H -3.36442 -1.98645 -1.29592 0.1792
H -1.67117 -1.55674 -1.67686 0.0967
H 3.77751 1.02942 -1.60970 0.4826
H 2.63785 -0.27802 -2.02556 -0.0211
H 1.97657 2.50529 -1.93627 0.5133
H 1.42004 1.86757 -0.40788 -0.4151
H 0.36887 1.18713 -3.11682 0.2824
H 0.12753 0.04426 -1.73489 -0.2031
H -0.39378 2.89546 -1.05685 0.4317
H -1.43866 2.32784 -2.33351 0.5175
H -2.36761 0.61234 -0.97810 0.1680
H -1.04452 0.67788 0.19977 -0.3873
H -3.42282 2.50618 -0.12755 0.0834
H -1.97312 3.16335 0.58907 0.5244
H -2.26218 0.76701 1.98138 -0.3279
H -3.94743 1.21471 1.63850 0.4520
H -2.32504 2.19694 3.75357 0.3704
H -3.91337 2.76519 3.32524 0.2621
H -2.48826 3.55326 2.65936 0.3017
H 4.76528 2.12884 0.14193 0.3306
H 4.77681 2.12786 1.90056 0.4572
H 2.87928 3.60118 0.05362 0.2273
H 3.79991 4.14117 1.41677 0.5003
H 1.25315 3.93823 1.71573 0.3945
H 2.28187 3.41017 3.01960 0.3781
H 1.48774 2.21526 1.92768 0.0837
C 2.49330 -1.59645 -5.01712 -0.4399
Cl 2.18666 0.14462 -4.91875 -0.1303
Cl 1.58107 -2.48773 -3.79576 -0.0848
H 2.19394 -1.93849 -5.99979 0.3765
H 3.55139 -1.76766 -4.85849 0.3163
C -6.51447 -3.82019 -1.94257 -0.3683
Cl -6.34796 -2.08817 -2.26519 -0.1624
Cl -5.34538 -4.41320 -0.75714 -0.0523
H -7.51170 -3.99825 -1.55890 0.2930
H -6.35998 -4.35865 -2.87011 0.2858
C 6.04262 0.44397 5.84046 -0.0123
Cl 6.45319 2.14577 5.58880 -0.1698
Cl 6.96418 -0.26664 7.17526 -0.1879
H 4.98693 0.37462 6.06961 0.1843
H 6.26565 -0.10078 4.93259 0.1859
C 3.66884 1.25142 -8.24148 -0.1235
Cl 2.52755 1.71820 -9.50542 -0.1558
Cl 3.74794 -0.50162 -8.03291 -0.1448
H 4.65440 1.60824 -8.51469 0.3002
H 3.34623 1.68830 -7.30337 0.1283
C -3.45574 -3.31523 4.41264 -0.4514
Cl -2.45935 -1.85191 4.43444 -0.1028
Cl -3.84145 -3.83078 2.76832 -0.1034
H -2.91187 -4.11163 4.90611 0.3035
H -4.38219 -3.10358 4.93266 0.3380
C -1.91369 -6.64103 -2.14674 -0.2492
Cl -3.38927 -6.93403 -3.08066 -0.1628
Cl -2.25619 -6.20885 -0.47064 -0.0878
H -1.31693 -7.54489 -2.15453 0.3605
H -1.37212 -5.82274 -2.60767 0.1530
C -4.23911 5.76786 -1.16385 -0.3809
Cl -3.09940 5.21118 -2.39633 -0.1360
Cl -3.71327 5.33202 0.46529 -0.0889
H -4.31567 6.84654 -1.22661 0.3465
H -5.20074 5.30485 -1.35012 0.2658